(1)
31
Properties=species:S:1:pos:R:3:forces:R:3:lowdin_charge:R:1 method="wB97M-V/def2-TZVPD" multiplicity=1 de_lowest_kcal_mol=11.9 e_tot_ha=-1264.7076 lumo_energy_ev=0.66 smiles=CC(C)N(PCCC#N)C(C)(C)Cl homo_lumo_gap_ev=9.85
C -1.144 -2.747 0.577 3.52 3.80 -0.67 -0.0410
C -0.617 -1.327 1.125 -1.31 -2.22 0.70 -0.4603
C -1.887 -0.470 1.375 2.37 0.16 3.15 -0.0928
N 0.399 -0.696 0.242 -3.62 -0.73 -0.30 -0.3435
P -0.400 -0.160 -1.218 1.69 0.26 0.44 1.0220
C -0.876 1.642 -1.097 2.47 0.85 -0.82 -0.4113
C -1.358 2.096 -2.456 0.35 0.44 -1.01 -0.2582
C -1.188 3.569 -2.683 0.21 -1.61 -0.33 -0.2177
N -1.105 4.682 -2.936 0.06 0.44 0.11 0.1363
C 1.534 -0.275 0.914 2.57 -0.30 0.51 -0.9831
C 2.406 -1.485 1.280 -1.14 -2.51 -2.78 -0.0836
C 2.308 0.733 0.141 -0.39 0.38 -4.23 -0.1511
Cl 1.139 0.572 2.445 -0.30 0.85 1.21 0.7010
H -0.285 -3.136 0.093 0.78 -0.89 -0.55 0.0604
H -1.389 -3.328 1.358 -1.28 -2.07 2.64 0.0342
H -1.863 -2.602 -0.142 -1.99 0.14 -1.46 0.0324
H -0.135 -1.577 2.099 -0.36 0.44 -0.79 0.1006
H -2.276 -0.207 0.476 -1.42 0.85 -2.69 -0.0073
H -1.603 0.452 1.944 -0.39 -0.63 -0.48 0.0706
H -2.661 -0.996 1.938 0.27 -0.17 -0.01 0.0889
H 0.859 0.101 -1.817 -0.44 -0.02 -0.54 -0.0290
H -1.615 1.809 -0.404 -1.83 0.12 1.76 0.0405
H -0.090 2.386 -0.841 -0.04 -0.97 0.22 0.0866
H -0.896 1.462 -3.263 -0.34 1.04 0.40 0.1136
H -2.414 1.978 -2.514 -0.96 -0.49 -0.30 0.0977
H 2.637 -1.853 0.187 0.00 0.27 2.07 0.1198
H 1.754 -2.312 1.699 0.83 0.97 -0.23 0.0858
H 3.334 -1.446 1.835 -0.05 0.77 0.20 0.0726
H 1.519 1.420 -0.247 1.03 -0.10 0.25 0.0437
H 2.965 1.292 0.706 1.32 0.99 1.50 0.0369
H 2.948 0.423 -0.815 -1.58 -0.08 2.02 0.1353



(2)
32
Properties=species:S:1:pos:R:3:forces:R:3:lowdin_charge:R:1 method="wB97M-V/def2-TZVPD" multiplicity=1 de_lowest_kcal_mol=0.0 e_tot_ha=-1069.8668 lumo_energy_ev=0.63 smiles=CCC(C)(C)C(F)(F)[C@@](O)(F)P(C)C homo_lumo_gap_ev=9.82
C -1.447 1.517 1.821 0.50 -0.65 2.25 -0.1237
C -1.766 1.214 0.410 0.15 -0.38 -1.59 -0.2374
C -1.649 -0.195 -0.243 0.46 0.86 0.71 -0.4332
C -2.130 -0.071 -1.707 -0.28 -1.12 3.29 -0.0158
C -2.577 -1.210 0.456 -0.58 0.08 -1.50 -0.0291
C -0.223 -0.840 -0.110 -1.83 0.73 -0.09 -0.4187
F -0.032 -0.884 1.263 0.87 -0.23 -0.44 0.0010
F -0.352 -2.135 -0.490 0.73 -0.39 -0.46 0.0942
C 1.014 -0.166 -0.811 -0.56 1.15 0.02 -0.5639
O 1.735 -0.911 -1.702 -0.85 -0.54 -0.88 0.0084
F 0.528 1.001 -1.516 0.18 -0.98 0.39 -0.0423
P 2.057 0.547 0.572 1.04 -0.64 0.03 0.9945
C 2.912 -1.055 0.992 -1.79 -1.01 1.26 -0.2701
C 3.446 1.135 -0.472 -0.24 1.23 1.36 -0.2958
H -2.073 0.803 2.456 1.03 1.12 -0.20 0.0965
H -0.342 1.459 2.083 -1.43 -0.34 -0.34 0.0578
H -1.702 2.575 2.037 -0.24 -0.67 -0.02 0.0807
H -1.146 1.868 -0.186 -0.23 0.45 -0.53 0.0994
H -2.830 1.404 0.245 0.07 0.54 -0.13 0.1211
H -1.901 0.810 -2.144 0.69 2.87 -1.35 0.0497
H -1.665 -0.845 -2.195 0.78 -2.01 -1.74 0.0624
H -3.175 -0.245 -1.640 -0.99 0.06 -0.51 0.0821
H -1.984 -1.709 1.199 -0.31 -0.84 0.19 0.0683
H -3.434 -0.731 1.003 0.58 -0.36 -0.94 0.1060
H -2.886 -1.837 -0.469 -0.03 0.20 2.40 0.1152
H 1.210 -1.193 -2.502 0.44 0.44 1.36 0.1542
H 2.508 -1.514 1.937 0.05 0.48 -0.89 0.0473
H 3.896 -0.747 1.287 0.86 -0.31 -0.46 0.0184
H 2.773 -1.834 0.195 0.82 0.93 0.64 0.0646
H 3.113 2.101 -0.877 0.46 -0.58 -0.73 0.0441
H 3.817 0.337 -1.061 -0.05 -0.35 -1.48 0.0251
H 4.307 1.349 0.168 -0.28 0.24 0.37 0.0389



(3)
36
Properties=species:S:1:pos:R:3:forces:R:3:lowdin_charge:R:1 method="wB97M-V/def2-TZVPD" multiplicity=1 e_tot_ha=-2880.4987 lumo_energy_ev=2.48 total_charge=-1 homo_lumo_gap_ev=7.19
C 0.068 0.563 0.890 0.12 -0.05 0.04 -0.0715
C -0.118 0.966 2.349 0.00 -0.03 -0.13 -0.5246
O 0.730 2.113 2.566 -0.21 0.02 0.09 -0.1012
C 0.214 -0.176 3.300 -0.04 0.08 0.03 -0.2750
Ga 2.182 -0.652 3.487 -0.07 0.12 0.22 0.2778
O 2.829 -1.088 1.751 0.10 -0.14 -0.29 -0.3911
H -0.748 -0.084 0.555 0.03 0.03 0.04 0.0719
H 1.016 0.026 0.797 -0.07 0.03 -0.01 0.0376
H 0.100 1.453 0.253 -0.11 -0.02 0.04 0.0734
H -1.162 1.289 2.494 0.09 0.09 -0.04 0.1192
H 1.115 2.020 3.444 0.15 -0.09 -0.07 0.0369
H -0.369 -1.052 2.988 0.07 0.00 0.07 0.0485
H -0.132 0.078 4.314 -0.09 -0.01 -0.09 0.0392
H 2.374 -1.946 4.442 0.00 -0.05 -0.11 -0.1050
H 3.018 0.605 4.071 0.00 0.01 -0.05 -0.0942
H 3.025 -2.027 1.753 0.11 -0.06 0.10 -0.0506
C -2.894 1.564 -2.272 0.05 -0.06 -0.10 -0.1117
C -4.299 1.115 -2.636 0.03 0.07 0.00 -0.1248
O -4.572 0.136 -1.634 -0.02 -0.02 0.05 0.0481
C -3.772 0.380 -0.557 -0.04 -0.03 -0.10 -0.5676
O -3.878 -0.164 0.490 -0.01 0.04 0.00 0.1713
O -2.858 1.326 -0.866 -0.02 -0.01 0.15 0.0516
H -2.699 2.616 -2.462 -0.02 0.01 0.05 0.1302
H -2.124 0.955 -2.750 -0.01 0.00 -0.02 0.1343
H -5.026 1.925 -2.542 0.00 0.01 -0.02 0.1271
H -4.380 0.658 -3.619 0.03 -0.05 0.02 0.1285
C 2.807 -0.522 -1.723 -0.02 0.00 0.11 -0.0986
C 2.386 -1.923 -1.336 0.01 0.04 0.22 -0.1077
O 1.273 -2.157 -2.220 0.03 -0.02 -0.10 0.0584
C 1.401 -1.355 -3.292 -0.02 0.05 0.03 -0.5940
O 0.734 -1.426 -4.280 0.00 0.01 0.02 0.1285
O 2.385 -0.451 -3.101 -0.03 0.02 -0.04 0.0494
H 3.876 -0.345 -1.664 0.01 -0.03 -0.05 0.1314
H 2.275 0.232 -1.145 0.01 -0.01 -0.01 0.1211
H 3.152 -2.671 -1.549 0.02 0.02 -0.01 0.1304
H 2.072 -1.982 -0.297 -0.08 0.03 -0.03 0.1027



(4)
36
Properties=species:S:1:pos:R:3:forces:R:3:lowdin_charge:R:1 method="wB97M-V/def2-TZVPD" multiplicity=6 s2=8.785 e_tot_ha=-1965.4435 lumo_energy_ev="-10.22 / -12.31" total_charge=+2 homo_lumo_gap_ev="3.85 / 2.18"
I -2.881 0.209 -3.705 0.96 -0.08 -0.58 0.5652
I -0.457 0.103 -4.741 -1.06 0.10 0.33 0.5411
Ru 0.183 0.055 0.264 3.12 0.48 -3.18 0.8045
P -0.166 -2.049 -0.544 0.23 -3.50 0.16 0.6745
C -0.907 -2.927 0.887 -0.51 -0.10 -0.03 -0.2431
C -1.080 -2.791 -1.945 -0.38 0.60 -0.19 -0.2857
H -0.998 -3.893 -1.927 0.15 0.60 -0.04 0.0773
H 1.287 -3.983 -0.965 0.02 0.39 0.09 0.0691
H -0.725 -2.356 -2.886 0.11 -0.45 0.09 -0.0283
H 1.987 -2.428 -1.554 0.01 -0.32 0.21 0.0503
H -1.670 -2.289 1.347 0.05 -0.33 -0.10 0.0271
H -2.133 -2.523 -1.868 -0.14 -0.11 0.08 0.0224
C 1.444 -2.918 -0.732 0.08 0.38 -0.20 -0.2528
H -1.381 -3.870 0.572 0.24 0.26 0.13 0.0669
H 2.032 -2.803 0.187 -0.18 -0.09 -0.33 0.0348
H -0.150 -3.140 1.647 0.00 0.07 -0.16 0.0603
P -0.173 2.283 -0.450 0.51 2.62 0.33 0.6797
C -0.485 3.181 1.120 -0.09 0.09 0.06 -0.2618
C 1.376 3.033 -1.049 0.14 -0.16 -0.21 -0.2641
H -1.354 2.675 -2.551 0.07 0.27 0.04 -0.0285
H -1.296 4.185 -1.560 0.29 -0.54 0.03 0.0786
H -2.416 2.894 -1.152 0.10 -0.06 -0.05 0.0496
C -1.409 3.087 -1.540 -0.54 -0.39 0.01 -0.2734
H 1.637 2.561 -2.001 0.09 0.12 0.06 0.0381
H 1.293 4.115 -1.199 -0.09 -0.20 0.10 0.0673
H -0.426 4.273 1.008 0.01 -0.32 -0.15 0.0723
H 0.252 2.874 1.870 -0.12 0.04 -0.08 0.0552
H 2.180 2.825 -0.340 -0.04 0.02 -0.05 0.0541
H -1.486 2.924 1.488 0.21 0.06 -0.01 0.0497
C -0.990 0.183 1.645 -5.99 0.21 7.06 -0.3611
O -1.727 0.245 2.558 2.74 -0.14 -3.43 0.1466
N 1.695 -0.621 1.356 -0.92 0.68 -1.10 -0.0462
C 2.054 -0.739 2.484 2.12 -0.63 2.62 -0.2621
N 2.656 -0.982 3.557 -1.16 0.42 -1.90 0.1602
C 2.258 -0.771 4.799 -0.34 0.20 2.02 -0.3132
N 1.978 -0.621 5.921 0.32 -0.17 -1.59 0.1755